(1)
The following is a DFT calculation (ωB97M-V/def2-TZVPD) of a 8-piece molecular cluster, C30H50O17 overall in a non-equilibrium geometry.

The total charge is 0. The HOMO-LUMO gap comes out at 9.944 eV.

XYZ file:
```
97
Properties=species:S:1:pos:R:3:forces:R:3:lowdin_charge:R:1
C 0.381 -3.513 3.381 -1.2 -0.7 -0.2 -0.036
O 1.736 -3.752 3.750 -0.4 0.0 -0.1 0.016
C 2.074 -3.226 4.927 1.1 0.2 -0.3 -0.615
O 1.451 -2.440 5.582 -0.4 0.0 0.3 0.130
O 3.309 -3.663 5.207 -0.4 0.0 -0.3 -0.006
C 3.895 -3.226 6.428 0.0 -0.6 0.2 -0.041
H 0.053 -2.515 3.649 0.1 0.0 0.0 0.077
H -0.278 -4.258 3.837 0.2 0.2 0.6 0.107
H 0.196 -3.736 2.332 0.8 0.4 -0.2 0.083
H 4.584 -4.042 6.650 0.2 0.4 0.2 0.095
H 3.154 -3.162 7.225 0.0 0.1 -0.1 0.094
H 4.419 -2.278 6.308 -0.1 0.0 -0.1 0.097
C -2.955 2.313 -1.883 -1.4 1.8 0.9 -0.062
O -3.248 0.952 -2.043 1.4 -0.6 -0.4 -0.021
C -4.433 0.523 -1.610 -0.1 0.1 -1.3 -0.640
O -5.281 1.249 -1.185 -0.5 0.3 0.8 0.135
O -4.631 -0.750 -1.867 -1.0 -1.0 0.2 0.020
C -3.600 -1.603 -2.342 1.6 1.2 -0.5 -0.014
H -3.633 2.967 -2.446 0.1 -0.5 -0.6 0.102
H -1.935 2.597 -2.113 0.2 -0.7 0.0 0.093
H -3.247 2.643 -0.877 0.6 -0.3 0.2 0.091
H -3.167 -1.156 -3.244 0.0 -0.1 0.0 0.097
H -3.905 -2.606 -2.619 -0.8 0.1 0.6 0.101
H -2.799 -1.601 -1.601 0.0 -0.4 0.0 0.083
O 0.625 -0.081 -3.308 -0.4 0.3 0.3 0.127
C 1.247 0.000 -4.321 -0.2 -0.8 0.1 -0.479
C 0.926 0.720 -5.592 1.5 0.1 -1.3 -0.048
C 2.310 0.749 -6.273 0.7 1.3 -0.9 -0.159
C 3.170 -0.280 -5.561 0.1 -0.1 -0.7 -0.170
O 2.377 -0.738 -4.479 0.4 -0.1 0.5 0.025
H 0.306 0.104 -6.242 -0.6 0.1 0.5 0.132
H 0.561 1.734 -5.487 -0.4 -0.2 0.3 0.125
H 2.361 0.539 -7.344 -0.7 -0.2 0.0 0.110
H 2.748 1.751 -6.254 0.0 0.0 0.5 0.113
H 3.392 -1.074 -6.277 -0.1 -0.4 0.5 0.121
H 4.136 0.091 -5.212 -0.2 0.1 0.3 0.124
O 0.657 -6.448 0.744 0.3 -0.1 -0.1 0.115
C 1.558 -5.812 0.271 -1.4 1.0 0.3 -0.502
C 1.513 -4.387 -0.286 0.0 -0.4 0.1 -0.082
C 2.963 -3.993 -0.133 0.0 1.0 -0.4 -0.160
C 3.665 -5.304 -0.474 -0.4 1.1 -0.3 -0.138
O 2.790 -6.287 0.109 1.2 -0.8 0.2 0.037
H 1.193 -4.543 -1.324 0.3 0.3 -0.2 0.136
H 0.831 -3.654 0.135 -0.2 -0.4 0.4 0.090
H 3.208 -3.086 -0.690 0.3 -0.4 -0.5 0.119
H 3.174 -3.667 0.890 -0.1 -0.5 0.2 0.119
H 3.675 -5.485 -1.550 0.1 0.0 0.0 0.126
H 4.682 -5.301 -0.092 -0.1 -0.7 0.3 0.124
O 2.517 3.979 -2.575 0.5 -0.1 -0.2 0.101
C 3.056 3.317 -1.730 -1.3 -0.4 0.4 -0.487
C 2.447 2.185 -0.897 0.3 -0.3 -0.7 -0.078
C 3.121 2.513 0.396 -0.4 -1.0 1.4 -0.179
C 4.542 2.819 -0.053 -1.5 -0.2 0.1 -0.121
O 4.299 3.538 -1.280 0.8 1.1 -0.2 0.027
H 1.363 2.124 -0.888 0.0 0.4 -0.1 0.118
H 2.816 1.236 -1.305 0.0 0.0 0.0 0.133
H 2.542 3.324 0.848 0.7 0.5 -0.1 0.103
H 3.099 1.758 1.186 0.1 -0.3 -0.4 0.109
H 5.003 3.386 0.752 0.7 0.4 -0.7 0.129
H 5.082 1.927 -0.372 0.2 -0.1 0.6 0.131
O -6.273 -2.808 0.670 0.2 0.6 0.0 0.109
C -5.967 -1.855 1.345 -0.9 -2.4 0.4 -0.510
C -6.428 -1.636 2.783 0.7 1.0 -0.7 -0.059
C -6.091 -0.131 2.932 -1.1 -0.4 0.7 -0.143
C -5.024 0.171 1.870 -0.4 -1.1 1.1 -0.118
O -5.069 -0.968 0.974 0.6 1.5 -0.4 0.023
H -7.485 -1.858 2.886 0.0 0.0 0.0 0.119
H -5.859 -2.328 3.403 0.1 0.1 0.1 0.125
H -7.055 0.353 2.761 0.3 0.5 -0.3 0.112
H -5.791 0.164 3.936 0.2 -0.1 -0.1 0.109
H -5.206 1.093 1.332 0.2 -0.1 -0.2 0.115
H -4.070 0.130 2.394 0.3 0.3 -0.5 0.117
O 0.092 3.824 1.327 0.3 -0.2 -0.2 0.105
C 0.115 4.810 0.638 -0.7 -0.2 1.1 -0.495
C -1.104 5.507 0.076 0.4 0.6 -0.3 -0.051
C -0.501 6.682 -0.714 -0.6 0.0 -0.9 -0.141
C 1.006 6.503 -0.605 -0.1 0.1 0.5 -0.129
O 1.231 5.510 0.416 0.2 -0.1 -0.2 0.028
H -1.759 4.796 -0.420 0.1 0.1 -0.3 0.109
H -1.662 5.943 0.903 0.0 -0.4 0.2 0.129
H -0.695 6.720 -1.788 -0.5 -0.3 0.1 0.114
H -0.883 7.621 -0.318 0.3 0.1 0.1 0.110
H 1.408 6.088 -1.528 0.3 0.3 0.0 0.114
H 1.476 7.423 -0.266 0.4 -0.2 -0.3 0.129
C -1.380 -0.410 0.807 -0.7 -1.9 0.5 -0.164
C -0.629 0.150 2.021 0.5 -0.3 -1.1 -0.120
C 0.824 -0.341 1.773 -0.6 1.2 1.0 -0.203
O 0.844 -1.101 0.597 0.3 -0.4 -0.4 -0.136
C -0.349 -0.904 -0.183 0.7 1.2 0.1 -0.187
H -2.155 0.204 0.353 0.1 0.2 0.1 0.098
H -1.835 -1.338 1.175 -0.6 0.3 -0.1 0.113
H -1.025 -0.333 2.910 -0.1 0.7 0.3 0.099
H -0.636 1.238 1.995 -0.2 0.0 0.6 0.096
H 1.190 -0.886 2.647 0.1 -0.5 -0.3 0.103
H 1.430 0.572 1.759 0.3 -0.2 -0.6 0.091
H -0.539 -1.847 -0.690 -0.3 0.0 0.1 0.111
H -0.237 -0.129 -0.948 0.6 -0.2 -0.1 0.096
```
Positions in Å, forces in eV/Å.

***

(2)
The following is a DFT calculation (ωB97M-V/def2-TZVPD) of one molecule with the formula C8H16N2O in a non-equilibrium geometry.

Its energy above the lowest of the compared OMol25 structures with the same formula, charge and spin is 493.64 kJ/mol. The total charge is 0. The HOMO-LUMO gap comes out at 8.865 eV.

XYZ file:
```
27
Properties=species:S:1:pos:R:3:forces:R:3:nbo_charge:R:1
C 2.459 -0.092 -1.215 0.2 -3.2 1.6 -0.261
O 2.478 0.278 0.153 -0.5 -0.5 0.8 -0.381
N 1.231 0.172 0.805 -2.3 1.7 -0.8 -0.027
C 0.397 -1.000 0.611 -1.2 1.2 -0.8 0.121
C 0.873 -2.345 0.956 0.8 0.3 -2.1 -0.649
C -0.866 -0.715 0.257 1.0 3.4 -0.3 -0.018
C -2.014 -1.541 -0.047 1.6 -2.8 -1.3 -0.656
C -1.090 0.831 0.169 -0.6 -0.9 1.5 -0.076
C -1.903 1.243 -1.071 0.9 -0.8 0.3 -0.611
N 0.246 1.357 0.134 2.2 -2.2 0.9 -0.315
C 0.572 2.488 0.959 1.9 0.4 -1.0 -0.430
H 3.410 0.145 -1.613 0.8 0.6 -0.5 0.197
H 1.640 0.381 -1.629 -1.5 0.9 -1.5 0.200
H 2.367 -1.240 -1.270 -0.1 1.5 -0.3 0.150
H 1.865 -2.388 0.435 -0.4 -0.7 1.3 0.227
H 0.206 -3.035 0.441 0.2 -0.3 0.2 0.218
H 0.789 -2.477 2.011 0.8 -0.4 0.8 0.233
H -1.735 -2.537 0.408 -1.5 0.7 -0.7 0.224
H -2.230 -1.607 -1.153 1.1 -0.5 0.6 0.225
H -2.938 -1.125 0.156 -1.9 0.7 1.9 0.226
H -1.666 1.133 1.156 0.9 -0.3 -1.5 0.160
H -1.829 2.312 -1.252 -0.2 0.0 0.0 0.220
H -2.929 0.897 -0.973 -0.2 0.3 0.0 0.206
H -1.439 0.694 -1.898 -0.2 0.3 -0.2 0.209
H 0.160 2.417 1.941 -0.8 0.1 0.8 0.174
H 1.714 2.333 1.128 -1.9 1.3 -0.6 0.234
H 0.233 3.420 0.399 0.8 -0.9 1.0 0.200
```
Positions in Å, forces in eV/Å.

***

(3)
The following is a DFT calculation (ωB97M-V/def2-TZVPD) of one molecule with the formula C5H6O in a non-equilibrium geometry.

Its energy above the lowest of the compared OMol25 structures with the same formula, charge and spin is 418.75 kJ/mol. The total charge is 0. The HOMO-LUMO gap comes out at 9.663 eV.

XYZ file:
```
12
Properties=species:S:1:pos:R:3:forces:R:3:nbo_charge:R:1
C 0.992 -0.258 -0.496 0.1 0.0 -0.2 -0.419
C 0.201 1.030 -0.182 0.1 0.4 -0.2 -0.398
C -1.761 0.157 -0.066 -0.5 -0.7 0.5 0.254
O -1.282 -0.980 -0.607 -0.4 -0.2 0.1 -0.486
C -0.098 -1.047 0.228 0.2 -0.2 0.0 0.084
C -0.593 0.246 0.904 -0.5 0.1 0.0 -0.382
H 1.914 -0.325 0.089 -0.1 0.2 -0.1 0.222
H 1.192 -0.514 -1.539 0.0 0.0 0.1 0.217
H 0.669 1.999 -0.012 0.1 -0.3 0.3 0.236
H -0.614 1.220 -0.929 0.9 0.4 -0.3 0.232
H 0.058 -2.042 0.654 0.0 0.3 -0.1 0.203
H -0.678 0.514 1.956 0.2 0.0 -0.3 0.238
```
Positions in Å, forces in eV/Å.

***

(4)
The following is a DFT calculation (ωB97M-V/def2-TZVPD) of C23H37IN4O7P2RuS4 as an isolated structure.

Its energy above the lowest of the compared OMol25 structures with the same formula, charge and spin is 127.80 kJ/mol. As for the multiplicity: 2. The total charge is +1. The expectation value of S² is 0.759. The HOMO-LUMO gap (alpha / beta) comes out at 7.521 / 7.050 eV.

XYZ file:
```
79
Properties=species:S:1:pos:R:3:forces:R:3:lowdin_spin:R:1
Ru -0.519 0.172 -0.463 0.3 0.6 0.1 0.853
O -2.528 -0.790 4.668 0.0 0.0 -0.1 0.000
C -2.337 -2.001 4.115 0.0 0.1 0.1 0.000
C -2.651 -3.112 4.898 0.0 0.0 0.0 0.000
C -2.455 -4.387 4.414 0.0 0.0 0.0 0.000
C -1.942 -4.593 3.132 0.0 0.0 0.0 0.000
C -1.648 -3.500 2.349 0.0 0.0 0.0 0.000
C -1.845 -2.193 2.812 -0.1 0.0 0.0 0.000
C -1.535 -1.069 1.916 0.1 0.0 -0.3 0.001
O -1.254 -1.360 0.669 -0.1 -0.2 0.3 0.004
N -1.567 0.150 2.362 0.1 0.1 -0.1 0.000
N -1.201 1.102 1.389 -0.3 -0.2 0.1 0.003
C -1.797 2.234 1.592 0.1 0.0 0.1 0.014
S -1.539 3.673 0.636 0.1 -0.1 0.0 0.004
C -2.355 4.777 1.824 0.0 0.0 0.0 0.000
C -3.541 4.031 2.388 0.0 0.0 0.0 0.001
S -2.958 2.390 2.887 0.0 0.0 0.1 0.008
H -2.190 -0.112 4.048 0.0 0.0 0.0 0.000
H -3.039 -2.938 5.893 0.0 0.0 0.0 0.000
H -2.702 -5.235 5.039 0.0 0.0 0.0 0.000
H -1.773 -5.594 2.763 0.0 0.0 0.0 0.000
H -1.253 -3.631 1.351 0.0 0.0 0.0 0.000
H -2.649 5.676 1.284 0.0 0.0 0.0 0.000
H -1.638 5.033 2.603 0.0 0.0 0.0 0.000
H -4.330 3.912 1.644 0.0 0.0 0.0 0.000
H -3.947 4.524 3.270 0.0 0.0 0.0 0.000
C 2.815 1.838 -5.175 0.0 0.0 0.0 0.000
C 3.248 1.130 -3.917 0.0 -0.1 0.0 0.000
O 3.172 2.078 -2.822 0.0 0.2 -0.1 0.003
P 2.879 1.779 -1.281 0.2 -0.1 0.0 0.009
S 0.567 2.111 -1.357 -0.1 0.1 0.0 -0.007
S -0.186 0.792 -2.676 0.1 -0.2 -0.4 -0.028
O 3.242 3.192 -0.653 -0.2 -0.1 0.2 0.003
C 3.065 4.513 -1.228 0.1 0.0 -0.1 0.000
C 2.077 5.316 -0.419 0.0 0.0 0.0 0.000
H 2.863 1.148 -6.018 0.0 0.0 0.0 0.000
H 3.462 2.689 -5.387 0.0 0.0 0.0 0.000
H 1.789 2.194 -5.081 0.0 0.0 0.0 0.000
H 4.285 0.798 -3.981 0.0 0.0 0.0 0.000
H 2.609 0.277 -3.700 0.0 0.1 0.0 0.000
H 2.772 4.412 -2.272 -0.1 0.0 0.0 0.000
H 4.052 4.971 -1.192 0.0 0.0 -0.1 0.000
H 1.095 4.845 -0.400 0.0 0.0 0.0 0.000
H 1.970 6.305 -0.867 0.0 0.0 0.0 0.000
H 2.424 5.437 0.607 0.0 0.0 0.0 0.000
C 3.147 -1.347 1.832 0.0 0.0 0.0 0.001
C 1.681 -1.514 1.519 0.0 0.0 0.0 0.021
O 1.508 -2.190 0.255 0.0 -0.2 -0.1 0.012
P 0.910 -1.509 -1.056 -0.2 -0.1 0.2 0.026
O 2.138 -1.115 -1.967 0.2 0.0 0.1 0.008
C 3.132 -2.087 -2.412 -0.1 0.0 0.0 0.001
C 4.464 -1.804 -1.767 0.0 0.0 0.0 0.000
O 0.376 -2.766 -1.854 0.0 0.2 -0.2 -0.005
C -0.840 -3.510 -1.598 0.1 0.0 0.0 0.000
C -0.486 -4.854 -1.005 0.0 0.0 0.0 0.000
H 3.258 -0.864 2.804 0.0 0.0 0.0 0.000
H 3.637 -0.725 1.082 0.0 0.0 0.0 0.000
H 3.649 -2.314 1.872 0.0 0.0 0.0 0.001
H 1.183 -0.538 1.491 0.0 0.0 0.0 0.015
H 1.173 -2.129 2.261 0.0 0.0 0.0 0.000
H 3.175 -1.977 -3.495 0.0 0.0 0.0 0.000
H 2.775 -3.090 -2.186 0.0 0.0 0.0 0.000
H 4.777 -0.774 -1.942 0.0 0.0 0.0 0.000
H 5.218 -2.467 -2.193 0.0 0.0 0.0 0.000
H 4.423 -1.977 -0.693 0.0 0.0 0.0 0.000
H -1.322 -3.614 -2.568 0.0 0.0 0.0 0.000
H -1.488 -2.933 -0.944 0.0 0.0 0.0 0.000
H 0.073 -5.460 -1.718 0.0 0.0 0.0 0.000
H -1.398 -5.392 -0.738 0.0 0.0 0.0 0.000
H 0.121 -4.730 -0.108 0.0 0.0 0.0 0.000
I -5.811 3.264 -1.213 -0.1 0.1 0.0 0.001
C -4.527 1.692 -0.929 0.1 -0.1 0.0 0.001
C -4.745 0.553 -0.182 0.0 0.0 0.0 -0.001
N -3.624 -0.175 -0.257 0.1 -0.1 0.0 0.003
N -2.686 0.416 -1.014 -0.1 0.2 0.1 0.043
C -3.229 1.556 -1.431 0.0 -0.1 -0.1 0.002
H -5.603 0.224 0.379 0.0 0.0 0.0 0.000
H -3.395 -1.053 0.184 0.0 0.0 0.0 0.000
H -2.673 2.223 -2.070 0.0 0.0 0.0 0.000
```
Positions in Å, forces in eV/Å.

***

| no. | energy (eV) |
| --- | --- |
| 1 | -66727.3496 |
| 2 | -13578.4252 |
| 3 | -7324.9444 |
| 4 | -117343.9746 |